(1)
{
  "formula": "C41H37F5P2V",
  "method": "wB97M-V/def2-TZVPD",
  "gap_ev": [7.303, 7.439],
  "multiplicity": 4,
  "e_homo_ev": [-7.38, -7.56],
  "total_charge": 0,
  "s_squared": 3.8241,
  "mol_weight_da": 737.63,
  "total_energy_ev": -100959.3607,
  "elements": ["V", "P", "P", "F", "F", "F", "F", "F", "C", "C", "C", "C", "C", "C", "C", "C", "C", "C", "C", "C", "C", "C", "C", "C", "C", "C", "C", "C", "C", "C", "C", "C", "C", "C", "C", "C", "C", "C", "C", "C", "C", "C", "C", "C", "C", "C", "C", "C", "C", "H", "H", "H", "H", "H", "H", "H", "H", "H", "H", "H", "H", "H", "H", "H", "H", "H", "H", "H", "H", "H", "H", "H", "H", "H", "H", "H", "H", "H", "H", "H", "H", "H", "H", "H", "H", "H"],
  "positions_angstrom": [[-0.115, -1.052, 1.376], [-0.744, 2.681, -0.332], [1.730, 1.781, -1.240], [2.276, -3.317, 2.974], [-2.268, -2.848, 4.109], [-2.227, -5.404, 5.206], [0.040, -6.910, 5.157], [2.325, -5.666, 4.140], [-4.045, 2.004, 1.932], [-3.288, 1.500, -0.728], [-1.177, -3.636, 3.888], [-0.128, -3.120, 3.094], [-2.385, 2.103, 0.156], [2.988, 3.211, -3.450], [-1.665, -2.231, -1.110], [-0.804, -5.412, 0.925], [0.441, 1.743, -2.510], [-2.265, 6.579, -0.329], [3.942, 3.523, -1.234], [-0.942, 4.548, -0.519], [3.942, 4.099, -3.973], [1.135, -5.032, 4.088], [3.580, -2.386, -1.349], [1.059, -3.805, 3.355], [4.094, -1.435, -2.221], [-2.235, -4.794, 0.643], [-0.734, -3.445, -1.606], [-4.975, 1.488, 1.014], [0.016, -5.632, 4.661], [-0.069, 6.686, -1.327], [0.095, 5.312, -1.103], [0.376, -4.744, 0.308], [0.089, -0.175, 3.189], [2.978, 2.903, -2.075], [-1.152, -4.875, 4.585], [-0.727, 2.311, -2.105], [-4.587, 1.223, -0.300], [-2.200, -2.288, 0.289], [2.644, -2.051, -0.352], [4.884, 4.392, -1.777], [3.588, -0.121, -2.161], [4.884, 4.708, -3.137], [0.386, -4.073, -0.852], [-2.752, 2.294, 1.508], [-2.115, 5.199, -0.125], [1.962, -0.821, -0.410], [-1.254, 7.336, -0.943], [-2.478, -3.405, 1.069], [2.471, 0.133, -1.341], [1.045, 4.834, -1.382], [-2.753, -1.349, 0.575], [-0.912, -6.472, 0.615], [5.601, 5.423, -3.533], [5.633, 4.836, -1.111], [-6.018, 1.328, 1.306], [3.941, 3.315, -0.156], [-1.371, -4.281, -1.970], [4.072, 0.684, -2.727], [2.255, 2.752, -4.131], [-2.523, -2.189, -1.816], [0.034, 0.736, 2.481], [-2.420, -4.861, -0.418], [1.076, -0.511, 0.265], [-1.544, 2.537, -2.784], [0.722, 7.268, -1.798], [-3.000, -5.400, 1.145], [-1.162, -1.253, -1.231], [-0.594, -5.307, 2.012], [1.363, -3.859, -1.289], [3.935, 4.305, -5.043], [1.093, -0.693, 3.353], [-4.342, 2.216, 2.966], [-1.385, 8.418, -1.129], [-2.032, 2.687, 2.232], [-5.306, 0.841, -1.032], [-3.186, 7.065, -0.009], [0.570, 1.256, -3.468], [4.897, -1.703, -2.916], [2.454, -2.804, 0.430], [-2.918, 4.631, 0.346], [-2.983, -3.187, 2.046], [3.876, -3.442, -1.435], [-3.021, 1.258, -1.756], [-0.154, -2.983, -2.445], [-0.809, -0.476, 3.793], [1.267, -4.701, 0.957]],
  "mulliken_spin": [3.04, 0.04, -0.02, 0.01, 0.00, 0.00, 0.00, 0.00, 0.00, 0.01, 0.09, -0.07, -0.01, 0.00, -0.05, -0.01, 0.00, 0.00, 0.00, 0.01, 0.00, -0.01, -0.01, -0.01, 0.01, 0.01, -0.02, 0.00, 0.00, 0.00, 0.00, -0.01, -0.16, 0.00, 0.00, -0.01, 0.00, 0.12, 0.00, 0.00, -0.01, 0.00, 0.05, 0.02, 0.00, -0.16, 0.00, 0.02, 0.15, 0.00, -0.02, 0.00, 0.00, 0.00, 0.00, 0.00, 0.00, 0.00, 0.00, 0.00, -0.01, 0.00, -0.05, 0.00, 0.00, 0.00, 0.04, 0.00, 0.01, 0.00, 0.02, 0.00, 0.00, 0.00, 0.00, 0.00, 0.00, 0.00, -0.03, 0.00, 0.00, 0.00, 0.00, 0.00, 0.01, -0.02]
}

(2)
{
  "formula": "C3NS",
  "method": "wB97M-V/def2-TZVPD",
  "gap_ev": [7.000, 7.012],
  "e_homo_ev": [-16.78, -16.82],
  "total_charge": 1,
  "mol_weight_da": 82.11,
  "total_energy_ev": -15417.1556,
  "elements": ["S", "N", "C", "C", "C"],
  "positions_angstrom": [[1.728, 0.339, -2.680], [-1.672, -0.361, 2.643], [0.872, 0.174, -1.331], [0.153, 0.076, -0.334], [-1.082, -0.227, 1.701]],
  "nbo_charge": [0.85, -0.23, -0.53, 0.41, 0.50]
}

(3)
{
  "formula": "C5H4S",
  "method": "wB97M-V/def2-TZVPD",
  "gap_ev": [6.802, 7.251],
  "e_homo_ev": [-7.61, -7.56],
  "total_charge": 0,
  "mol_weight_da": 96.15,
  "total_energy_ev": -16077.8239,
  "elements": ["S", "C", "C", "C", "C", "C", "H", "H", "H", "H"],
  "positions_angstrom": [[-1.416, 0.182, -1.161], [0.370, -1.164, 0.187], [-0.817, -1.269, -0.484], [0.567, -0.012, 0.803], [-0.546, 1.493, -0.676], [0.458, 1.396, 0.455], [0.278, 2.005, 1.268], [0.870, -2.044, 0.500], [-1.149, -2.117, -0.840], [1.386, 1.530, -0.054]],
  "nbo_charge": [0.55, -0.37, -0.45, 0.22, -0.29, -0.63, 0.24, 0.24, 0.21, 0.28]
}

(4)
{
  "formula": "C10H16O2",
  "method": "wB97M-V/def2-TZVPD",
  "gap_ev": 9.136,
  "smiles": "Cc1ccc(O)cc1.CC(C)O",
  "e_homo_ev": -8.29,
  "total_charge": 0,
  "mol_weight_da": 168.24,
  "total_energy_ev": -14723.9727,
  "elements": ["O", "O", "C", "C", "C", "C", "C", "C", "C", "C", "C", "C", "H", "H", "H", "H", "H", "H", "H", "H", "H", "H", "H", "H", "H", "H", "H", "H"],
  "positions_angstrom": [[0.021, 2.409, -0.437], [0.294, -0.660, 2.111], [-1.621, -0.845, -0.813], [-1.654, -2.445, -2.809], [2.626, 0.096, 1.811], [-0.463, 1.226, -0.950], [-0.272, -0.385, -2.711], [1.245, 0.373, 2.429], [-1.361, 0.426, -0.284], [0.119, 0.807, -2.152], [-1.193, -1.226, -2.060], [1.305, 0.539, 3.958], [2.636, 0.534, 0.822], [0.592, 1.277, 4.339], [-0.826, -3.148, -2.937], [3.359, 0.582, 2.429], [2.876, -0.962, 1.755], [0.916, 1.424, -2.545], [-2.261, -1.526, -0.257], [0.960, -0.376, 4.435], [-1.544, 0.617, 0.766], [-2.436, -2.969, -2.265], [-2.021, -2.246, -3.814], [0.879, 1.301, 1.998], [-0.548, 2.688, 0.298], [0.818, -1.345, 1.680], [2.302, 0.785, 4.300], [0.135, -0.602, -3.691]],
  "nbo_charge": [-0.68, -0.73, -0.18, -0.62, -0.64, 0.30, -0.19, 0.10, -0.29, -0.27, -0.06, -0.64, 0.22, 0.21, 0.21, 0.21, 0.20, 0.22, 0.21, 0.22, 0.23, 0.21, 0.22, 0.16, 0.48, 0.47, 0.20, 0.21]
}

(5)
{
  "formula": "C22H29N3O5S",
  "method": "wB97M-V/def2-TZVPD",
  "gap_ev": 8.531,
  "smiles": "COc1cc([C@@H]2SCC(=O)Nc3c2c(=O)[nH]n3C2CCCCCC2)cc(OC)c1OC",
  "e_homo_ev": -8.01,
  "total_charge": 0,
  "mol_weight_da": 447.56,
  "total_energy_ev": -48826.4533,
  "elements": ["S", "O", "O", "O", "O", "O", "N", "N", "N", "C", "C", "C", "C", "C", "C", "C", "C", "C", "C", "C", "C", "C", "C", "C", "C", "C", "C", "C", "C", "C", "C", "H", "H", "H", "H", "H", "H", "H", "H", "H", "H", "H", "H", "H", "H", "H", "H", "H", "H", "H", "H", "H", "H", "H", "H", "H", "H", "H", "H", "H"],
  "positions_angstrom": [[-0.168, -0.870, -3.587], [-0.793, -2.093, 2.645], [-4.073, 0.019, -1.842], [2.084, -2.589, 2.473], [3.246, -2.374, 0.024], [2.436, 0.966, -1.941], [0.434, 1.381, -1.027], [-1.773, 2.298, -0.598], [-3.057, 1.824, -0.845], [-3.070, 0.598, -1.483], [0.446, 3.452, 2.965], [1.311, -2.302, 1.362], [3.913, -2.058, -1.179], [1.235, 1.023, -2.075], [0.811, 3.571, 1.486], [-1.665, 3.185, 0.562], [-0.022, 2.046, 3.346], [-0.803, -1.682, 0.377], [-0.353, 3.993, 0.581], [-1.012, 1.434, 2.352], [-0.267, -2.633, 3.837], [-1.080, -1.040, -2.000], [-0.061, -2.060, 1.496], [-0.219, -1.565, -0.870], [-2.049, 2.436, 1.852], [-1.665, 0.258, -1.570], [-0.947, 1.284, -1.020], [0.525, 0.811, -3.388], [1.131, -1.836, -1.014], [2.778, -3.822, 2.451], [1.900, -2.177, 0.089], [-1.088, -2.584, 4.554], [2.090, -4.658, 2.281], [3.705, -1.032, -1.492], [0.580, -2.053, 4.206], [1.573, 4.345, 1.367], [0.007, 4.061, -0.448], [4.974, -2.164, -0.957], [1.586, -1.762, -1.987], [0.034, -3.675, 3.710], [1.242, 0.913, -4.202], [3.642, -2.752, -1.981], [-2.261, 3.170, 2.631], [3.556, -3.835, 1.686], [-1.854, -1.485, 0.516], [1.276, 2.635, 1.175], [-0.485, 2.092, 4.334], [-3.851, 2.434, -0.733], [3.231, -3.920, 3.437], [-2.465, 3.918, 0.380], [-0.484, 0.998, 1.503], [0.922, 1.622, -0.173], [-2.983, 1.909, 1.645], [-0.291, 1.525, -3.507], [-0.621, 5.007, 0.889], [-1.892, -1.735, -2.229], [-1.521, 0.603, 2.843], [1.321, 3.694, 3.571], [-0.322, 4.188, 3.207], [0.843, 1.384, 3.423]],
  "nbo_charge": [0.24, -0.50, -0.64, -0.53, -0.52, -0.60, -0.65, -0.23, -0.44, 0.61, -0.41, 0.14, -0.26, 0.70, -0.39, -0.02, -0.40, -0.29, -0.42, -0.41, -0.24, -0.36, 0.29, 0.00, -0.43, -0.24, 0.39, -0.64, -0.36, -0.25, 0.35, 0.19, 0.17, 0.21, 0.19, 0.22, 0.23, 0.20, 0.24, 0.17, 0.26, 0.17, 0.21, 0.20, 0.23, 0.18, 0.20, 0.41, 0.19, 0.20, 0.19, 0.42, 0.22, 0.24, 0.22, 0.27, 0.23, 0.22, 0.19, 0.21]
}

(6)
{
  "formula": "C20H21NO5",
  "method": "wB97M-V/def2-TZVPD",
  "gap_ev": 7.890,
  "smiles": "COc1cc(/C=C/C(=O)Nc2ccc(C(C)=O)cc2)cc(OC)c1OC",
  "e_homo_ev": -7.90,
  "total_charge": 0,
  "mol_weight_da": 355.39,
  "total_energy_ev": -32806.9732,
  "elements": ["O", "O", "O", "O", "O", "N", "C", "C", "C", "C", "C", "C", "C", "C", "C", "C", "C", "C", "C", "C", "C", "C", "C", "C", "C", "C", "H", "H", "H", "H", "H", "H", "H", "H", "H", "H", "H", "H", "H", "H", "H", "H", "H", "H", "H", "H", "H"],
  "positions_angstrom": [[0.983, 4.491, -0.358], [1.762, 3.687, 1.905], [-3.148, -0.524, -4.107], [0.977, 1.118, 2.934], [0.930, -4.296, 2.283], [-2.253, -2.034, -2.704], [0.521, 3.259, -0.011], [-0.338, 0.802, 0.925], [-1.323, -2.506, -1.781], [0.494, -0.101, 3.443], [-0.733, 1.233, -0.340], [-2.399, -0.749, -3.180], [-1.713, -3.410, -0.793], [0.942, 2.814, 1.264], [1.987, 3.587, 3.293], [-0.291, 2.470, -0.804], [0.488, -3.300, 0.198], [0.615, 5.015, -1.609], [1.362, -3.678, 1.333], [-1.638, 0.297, -2.468], [0.897, -2.466, -0.844], [-0.821, -3.788, 0.186], [0.514, 1.557, 1.718], [2.806, -3.242, 1.267], [0.007, -2.080, -1.822], [-1.530, 0.322, -1.135], [0.968, -0.215, 4.417], [1.911, -2.103, -0.894], [-1.123, -4.456, 0.979], [-2.018, -0.455, -0.560], [-0.675, -0.164, 1.263], [2.871, -2.155, 1.252], [-0.615, 2.814, -1.772], [0.770, -0.950, 2.809], [1.049, 3.531, 3.851], [-2.727, -3.782, -0.781], [2.607, 2.724, 3.545], [-0.470, 5.132, -1.696], [3.275, -3.630, 0.366], [-0.593, -0.084, 3.572], [-1.222, 1.072, -3.094], [2.513, 4.504, 3.560], [3.332, -3.618, 2.140], [-2.956, -2.686, -3.030], [0.980, 4.392, -2.432], [1.087, 5.995, -1.665], [0.328, -1.429, -2.619]],
  "nbo_charge": [-0.48, -0.49, -0.58, -0.51, -0.55, -0.63, 0.28, -0.28, 0.16, -0.25, -0.08, 0.65, -0.24, 0.28, -0.24, -0.29, -0.20, -0.25, 0.57, -0.31, -0.17, -0.14, 0.23, -0.72, -0.19, -0.12, 0.20, 0.22, 0.24, 0.21, 0.22, 0.23, 0.22, 0.18, 0.18, 0.22, 0.19, 0.18, 0.23, 0.18, 0.22, 0.19, 0.24, 0.41, 0.17, 0.20, 0.22]
}